[1]
Entry from OMol25: a structure of composition C35H48BrCaGeN8O5S (ωB97M-V with the def2-TZVPD basis set).

CARTESIAN COORDINATES (ANGSTROEM)
H -1.1257 0.0286 -2.7992
O 0.1689 2.1193 1.5741
N 2.1758 -1.5494 4.9392
H 2.8639 2.7058 -2.4425
C 4.7562 -0.9856 -2.3267
C -2.1330 3.7901 -1.5595
H 3.4372 -3.2571 2.5642
H 1.5075 -4.5693 2.6103
H 4.7936 5.3247 1.6786
C -4.6272 -1.1264 4.2573
C -0.7101 -4.0033 -3.4347
C -2.7431 -3.1999 -4.4793
H 3.6959 3.1826 2.3023
C 1.7269 3.8885 1.9548
H 4.5932 2.3557 -2.4285
H 0.9317 7.0227 0.9347
C 1.1686 2.5135 2.2378
H -1.5410 0.2869 1.9833
Br 2.1122 -3.1258 -0.4226
C -2.8528 -2.2092 5.4871
H -0.7534 2.0309 -4.0192
H -2.6029 4.5559 -2.1840
C -4.1822 -1.8562 5.3571
C -3.7057 -0.7508 3.2915
Ca 1.3041 0.2257 1.5286
C -1.6839 -3.0142 -3.6054
H -0.1544 -1.5312 3.6049
H -4.3933 1.4102 -2.1044
H -3.6842 -4.5184 -5.8904
H 2.2999 -0.6069 5.2682
H -4.8896 -2.1408 6.1279
H -4.1151 2.9093 -3.0178
C -2.3720 -1.1107 3.4002
H 3.3848 7.2490 0.9807
C 2.9295 6.3076 1.2618
H 0.7874 -3.5620 3.8662
O -0.6404 -2.1888 4.5910
C 0.4243 -3.8714 -2.5182
H 0.4027 1.6848 -1.9635
H 4.5904 -1.9832 -1.9147
H 4.8207 -1.0665 -3.4144
H -0.0469 -5.9225 -4.1292
H -0.7946 5.7205 1.3497
H -1.9297 -6.2551 -5.6723
C -2.4922 1.7937 -0.3287
C -1.9370 0.5157 -2.2535
H -4.0272 -0.1573 2.4385
H -2.0827 2.2780 0.5589
H -3.4802 -2.4152 -4.5977
H 1.8180 -1.5231 -3.0072
C -1.8707 -5.3455 -5.0872
C 1.5505 6.1809 1.2308
H 3.6007 1.8517 -3.8094
H -0.0526 2.6284 -0.5263
H 0.8300 -0.5516 -1.9042
H -1.6905 -3.0067 -0.9614
N -1.5831 -1.6367 1.1631
N 2.7204 -3.0085 3.2213
H -2.0343 3.2596 -4.1325
N -1.4000 1.1238 -1.0393
H -1.7329 4.2492 -0.6556
C -1.9051 -1.8586 4.5038
O -0.4179 4.8639 1.5685
N -2.5768 1.4986 -3.1384
C -0.4257 2.1567 -1.4302
H 4.0247 0.0157 0.6060
C -1.5711 2.5144 -3.4795
H 5.7135 -0.6204 -1.9501
H 1.3420 -4.3500 -2.8385
S 4.4136 -1.0484 3.6168
O -0.0597 -0.8849 2.7514
C -0.8106 -5.1583 -4.2181
H 1.3212 0.1008 -3.4807
H -1.5845 -2.0727 -3.0808
C 3.7157 5.2344 1.6499
C 1.6431 -0.5131 -2.6342
C 3.0090 -1.9046 3.9380
C 1.7157 -4.0125 3.5220
C -0.6981 -2.7206 -0.6093
Ge 3.2887 0.2405 -1.7726
H -2.5299 -1.8583 0.8813
H 2.0658 -4.7096 4.2916
H -2.5037 -2.7671 6.3478
H 1.2368 -1.9319 5.0107
O 1.8008 1.7725 3.0232
C 3.1797 0.5352 0.1364
H 3.3822 1.6116 0.2576
C -2.8518 -4.3714 -5.2141
C 3.6170 1.9648 -2.7226
H -5.6686 -0.8465 4.1626
C 3.1082 4.0389 1.9986
C 0.4328 -3.2494 -1.3310
H -2.6845 -0.2356 -1.9760
N -3.1517 2.8079 -1.1660
C -3.6436 2.1572 -2.3792
C -1.3769 -0.7427 2.3297
C 0.9415 4.9772 1.5710
H -3.2391 1.0501 -0.0316
N -1.0281 3.1789 -2.2978
N -0.5549 -2.0066 0.4493

The HOMO energy comes out at -0.164 Eh. The value obtained for the frontier orbital gap is 6.62 eV. Its charge is -1. The energy relative to the best compared isomer or geometry (same formula, charge and spin) is 38.34 kJ/mol.

Atom charges from the Mulliken analysis, given in e for atoms 1 to 5:
1 H -0.296
2 O -0.165
3 N -0.337
4 H 0.364
5 C -1.247

=====

[2]
Entry from OMol25: an isolated molecule of C4H11N3 (ωB97M-V with the def2-TZVPD basis set).

CARTESIAN COORDINATES (ANGSTROEM)
H -0.2248 -2.2779 0.1679
H -1.3115 -0.5894 1.9906
H 2.2129 -0.5201 0.7045
N -1.2217 0.2207 0.0550
C 1.7136 -1.1208 0.0946
C -1.0477 1.1783 -0.9000
N -0.5602 2.4588 -0.4494
N -1.0888 0.8330 -2.1680
H -1.5882 -0.5155 -0.5084
C 0.3339 -1.6400 0.7663
H 0.1331 0.1783 1.5724
H 0.6400 -2.0430 1.7116
H 1.7241 -0.6828 -0.8468
H -0.6587 2.6959 0.5103
C -0.5786 -0.4940 1.1360
H -0.5463 3.0174 -1.2400
H 2.3843 -2.0083 0.1549
H -0.3154 1.3095 -2.7515

The HOMO energy comes out at -0.298 Eh. The SMILES is [H]/N=C(\N)NCCC. The value obtained for the frontier orbital gap is 9.06 eV. Its charge is 0. The energy relative to the best compared isomer or geometry (same formula, charge and spin) is 293.17 kJ/mol.

Atom charges from the Mulliken analysis, given in e for atoms 1 to 5:
1 H 0.410
2 H 0.357
3 H 0.487
4 N -0.289
5 C -1.331